(1)
C55H61BCsGe2N10O7 | ωB97M-V/def2-TZVPD

Properties
HOMO level (spin up / spin down): -1.738 / -1.738 eV
HOMO-LUMO gap (spin up / spin down): 5.30 / 5.29 eV
Relative energy (zero: lowest compared OMol25 entry of this formula, charge and spin): 0.000 eV

```
! wB97M-V def2-TZVPD RIJCOSX def2/J DEFGRID3
* xyz -2 2
Cs 0.452 -0.818 0.447
C -5.945 -1.220 -2.909
C -4.935 -0.186 -2.539
C -4.950 1.128 -2.952
C -3.753 1.681 -2.450
N -3.071 0.762 -1.798
N -3.789 -0.393 -1.834
B -3.065 -1.494 -0.976
N -2.705 -2.905 -1.595
N -1.361 -3.126 -1.610
C -1.162 -4.324 -2.130
C -2.395 -4.931 -2.435
C -3.345 -4.013 -2.051
C -4.820 -4.237 -2.082
C 0.192 -4.877 -2.301
C 0.404 -5.993 -3.108
C 1.676 -6.526 -3.266
C 2.759 -5.948 -2.620
C 2.558 -4.836 -1.813
C 1.288 -4.305 -1.655
N -3.573 -1.580 0.496
N -2.572 -1.449 1.398
C -3.108 -1.576 2.602
C -4.502 -1.756 2.494
C -4.753 -1.747 1.137
C -6.092 -1.753 0.473
C -2.275 -1.450 3.811
C -1.076 -0.733 3.792
C -0.318 -0.585 4.942
C -0.743 -1.161 6.132
C -1.928 -1.883 6.164
C -2.689 -2.024 5.011
C -3.201 3.043 -2.582
C -1.917 3.326 -2.115
C -1.386 4.602 -2.232
C -2.131 5.618 -2.818
C -3.410 5.347 -3.286
C -3.940 4.069 -3.169
H -6.850 -0.716 -3.251
H -6.219 -1.871 -2.084
H -5.588 -1.845 -3.730
H -5.718 1.591 -3.552
H -2.000 -1.020 -0.880
H -2.583 -5.921 -2.822
H -5.018 -5.296 -1.915
H -5.269 -3.965 -3.037
H -5.325 -3.683 -1.295
H -0.435 -6.442 -3.626
H 1.820 -7.392 -3.902
H 3.755 -6.358 -2.741
H 3.395 -4.382 -1.299
H 1.119 -3.454 -1.009
H -5.235 -1.823 3.283
H -6.864 -1.809 1.240
H -6.248 -2.600 -0.195
H -6.244 -0.839 -0.104
H -0.751 -0.254 2.877
H 0.602 -0.020 4.900
H -0.145 -1.046 7.029
H -2.262 -2.342 7.088
H -3.611 -2.595 5.034
H -1.340 2.542 -1.636
H -0.396 4.804 -1.840
H -1.719 6.617 -2.893
H -4.001 6.135 -3.739
H -4.942 3.867 -3.531
C 2.670 5.033 -1.069
Ge 2.710 3.934 0.586
C 4.268 2.725 0.428
C 3.247 5.188 2.031
Ge 0.672 2.624 1.051
C -0.721 4.070 1.147
C -2.059 3.668 1.055
C -3.103 4.585 1.011
C -2.836 5.946 1.047
C -1.518 6.377 1.147
C -0.484 5.448 1.204
C 1.189 2.395 2.979
C 0.529 2.936 4.086
C 1.026 2.781 5.378
C 2.206 2.082 5.599
C 2.868 1.512 4.515
C 2.357 1.655 3.230
H 3.669 5.397 -1.328
H 2.017 5.898 -0.922
H 2.286 4.459 -1.916
H 5.080 3.201 -0.130
H 4.000 1.781 -0.051
H 4.631 2.494 1.433
H 4.263 5.568 1.876
H 3.216 4.654 2.985
H 2.572 6.044 2.099
H -2.288 2.608 0.979
H -4.124 4.230 0.921
H -3.644 6.667 0.988
H -1.294 7.438 1.178
H 0.536 5.810 1.289
H -0.379 3.512 3.930
H 0.491 3.217 6.215
H 2.596 1.966 6.604
H 3.776 0.938 4.671
H 2.877 1.190 2.400
O 7.162 -5.009 1.720
N 6.839 -4.447 0.681
O 7.420 -4.627 -0.381
C 5.762 -3.493 0.720
C 5.103 -3.266 1.913
C 4.077 -2.352 1.933
C 3.694 -1.525 0.809
O 2.906 -0.579 0.900
C 4.337 -1.939 -0.446
C 5.364 -2.857 -0.462
N 3.901 -1.487 -1.696
O 4.385 -1.889 -2.772
O 3.005 -0.426 -1.708
N 3.341 -2.224 3.182
O 2.173 -1.880 3.145
O 3.925 -2.501 4.220
H 5.373 -3.807 2.806
H 5.839 -3.106 -1.398
N -0.027 -3.906 1.755
H -0.891 -3.468 1.444
H 0.383 -3.308 2.468
H -0.290 -4.766 2.220
C 3.328 2.041 -3.409
C 3.219 0.613 -3.932
C 2.576 0.584 -5.316
C 2.380 -0.243 -2.997
H 3.992 2.637 -4.040
H 3.709 2.070 -2.388
H 2.344 2.521 -3.409
H 4.210 0.162 -3.988
H 1.549 0.959 -5.272
H 2.548 -0.430 -5.723
H 3.128 1.218 -6.013
H 2.131 -1.212 -3.428
H 1.462 0.284 -2.722
*
```

***

(2)
C55H65As2HgI2N2O2 | ωB97M-V/def2-TZVPD

Properties
HOMO level (spin up / spin down): -7.072 / -7.066 eV
HOMO-LUMO gap (spin up / spin down): 5.94 / 5.58 eV

```
! wB97M-V def2-TZVPD RIJCOSX def2/J DEFGRID3
* xyz 0 2
Hg -0.665 0.263 0.599
C -3.414 -0.431 2.130
C -3.514 -0.895 0.804
C -4.061 0.246 0.009
C -4.315 1.244 0.911
C -3.929 0.855 2.230
C -4.189 1.636 3.480
C -3.785 3.102 3.292
C -5.701 1.551 3.761
C -3.429 1.050 4.673
C -4.408 0.475 -1.455
C -5.940 0.457 -1.593
C -3.808 -0.504 -2.463
C -3.899 1.862 -1.893
C -3.506 -2.388 0.539
C -3.162 -3.172 1.817
C -2.497 -2.863 -0.513
C -4.938 -2.790 0.147
H -3.062 -1.006 2.962
H -4.742 2.201 0.686
H -4.303 3.549 2.450
H -2.716 3.171 3.109
H -4.020 3.677 4.185
H -6.268 1.979 2.939
H -5.947 2.092 4.673
H -6.000 0.511 3.881
H -2.367 0.968 4.452
H -3.806 0.060 4.920
H -3.556 1.689 5.543
H -6.350 -0.488 -1.246
H -6.225 0.593 -2.635
H -6.386 1.257 -1.008
H -4.220 -1.502 -2.364
H -2.719 -0.531 -2.357
H -4.034 -0.162 -3.473
H -4.249 2.661 -1.249
H -4.240 2.080 -2.904
H -2.810 1.872 -1.894
H -2.170 -2.913 2.182
H -3.166 -4.237 1.596
H -3.890 -2.991 2.604
H -1.483 -2.651 -0.166
H -2.628 -2.384 -1.475
H -2.596 -3.937 -0.654
H -5.644 -2.378 0.866
H -5.035 -3.873 0.150
H -5.204 -2.425 -0.838
C 0.939 0.239 -3.548
C 1.507 1.321 -2.631
As 3.361 1.026 -1.924
C 3.175 2.168 -0.342
C 3.801 1.802 0.843
C 3.686 2.583 1.980
C 2.972 3.767 1.930
C 2.386 4.172 0.742
C 2.475 3.368 -0.379
C 4.228 2.378 -3.052
C 4.863 3.501 -2.538
C 5.424 4.442 -3.382
C 5.378 4.262 -4.753
C 4.787 3.125 -5.277
C 4.223 2.191 -4.430
As 0.116 -1.297 -2.603
C -0.795 -2.183 -4.099
C -1.246 -1.524 -5.233
C -1.895 -2.215 -6.242
C -2.112 -3.576 -6.125
C -1.682 -4.246 -4.991
C -1.037 -3.550 -3.987
C 1.545 -2.640 -2.559
C 1.504 -3.602 -1.553
C 2.409 -4.646 -1.526
C 3.383 -4.739 -2.506
C 3.436 -3.786 -3.508
C 2.526 -2.744 -3.531
H 1.692 -0.099 -4.267
H 0.114 0.687 -4.119
H 0.852 1.436 -1.758
H 1.515 2.281 -3.160
H 4.380 0.885 0.873
H 4.160 2.266 2.901
H 2.873 4.381 2.813
H 1.862 5.117 0.690
H 1.992 3.685 -1.297
H 4.903 3.655 -1.467
H 5.890 5.324 -2.967
H 5.807 5.002 -5.412
H 4.764 2.969 -6.346
H 3.756 1.301 -4.839
H -1.095 -0.458 -5.347
H -2.226 -1.685 -7.125
H -2.619 -4.114 -6.912
H -1.847 -5.311 -4.890
H -0.705 -4.078 -3.099
H 0.743 -3.532 -0.782
H 2.349 -5.388 -0.742
H 4.094 -5.553 -2.490
H 4.178 -3.866 -4.288
H 2.574 -2.022 -4.339
O 5.787 -2.913 3.331
C 5.455 -2.854 1.966
C 4.214 -2.034 1.753
C 3.649 -1.956 0.485
C 2.506 -1.195 0.335
N 1.938 -0.534 1.322
C 2.482 -0.568 2.536
C 3.624 -1.327 2.790
C 1.844 0.285 3.553
C 2.306 0.338 4.866
C 1.732 1.230 5.763
C 2.299 1.347 7.157
O 3.635 1.799 7.115
C 0.720 2.058 5.300
C 0.302 1.912 3.984
N 0.831 1.051 3.138
H 6.592 -3.429 3.436
H 5.277 -3.861 1.557
H 6.268 -2.400 1.375
H 4.069 -2.485 -0.358
H 2.020 -1.102 -0.632
H 4.081 -1.365 3.763
H 3.115 -0.288 5.204
H 2.338 0.365 7.637
H 1.675 2.008 7.776
H 3.650 2.670 6.701
H 0.271 2.802 5.940
H -0.492 2.534 3.595
I -1.056 2.989 0.473
I -1.504 5.861 0.317
*
```

***

(3)
C55H65BN10O2S3SeSiZr | ωB97M-V/def2-TZVPD

Properties
HOMO level: -6.335 eV
HOMO-LUMO gap: 5.35 eV

```
! wB97M-V def2-TZVPD RIJCOSX def2/J DEFGRID3
* xyz 0 1
Zr 0.858 0.428 0.123
C 0.171 4.937 3.388
C 0.086 4.268 2.060
C -0.199 4.841 0.850
C -0.202 3.808 -0.091
N 0.117 2.642 0.539
N 0.280 2.958 1.856
B 0.458 1.871 2.916
N -0.648 0.820 2.680
N -0.810 0.153 1.503
C -2.019 -0.438 1.547
C -2.636 -0.132 2.757
C -1.751 0.680 3.436
C -1.986 1.369 4.732
C -2.568 -1.273 0.485
C -2.067 -1.195 -0.811
C -2.611 -1.968 -1.822
C -3.629 -2.865 -1.543
C -4.119 -2.966 -0.253
C -3.602 -2.167 0.751
N 1.892 1.298 2.755
N 2.275 0.520 1.716
C 3.620 0.425 1.751
C 4.089 1.141 2.848
C 2.969 1.686 3.455
C 2.937 2.541 4.673
C 4.420 -0.299 0.766
C 3.872 -0.738 -0.440
C 4.649 -1.413 -1.363
C 5.987 -1.658 -1.107
C 6.540 -1.238 0.093
C 5.766 -0.563 1.018
C -0.605 4.134 -1.485
C 0.256 4.077 -2.578
C -0.160 4.507 -3.827
C -1.431 5.030 -4.005
C -2.280 5.143 -2.916
C -1.885 4.699 -1.662
H -0.014 6.001 3.258
H -0.576 4.536 4.072
H 1.154 4.804 3.837
H -0.411 5.877 0.657
H 0.355 2.322 4.004
H -3.623 -0.409 3.077
H -2.879 0.959 5.196
H -1.148 1.272 5.420
H -2.155 2.430 4.539
H -1.263 -0.492 -1.003
H -2.266 -1.865 -2.842
H -4.048 -3.469 -2.335
H -4.910 -3.668 -0.026
H -3.993 -2.253 1.755
H 5.110 1.267 3.157
H 3.882 2.446 5.202
H 2.802 3.588 4.402
H 2.124 2.256 5.338
H 2.814 -0.556 -0.638
H 4.215 -1.758 -2.292
H 6.592 -2.180 -1.835
H 7.580 -1.445 0.307
H 6.204 -0.265 1.960
H 1.263 3.707 -2.453
H 0.523 4.435 -4.665
H -1.749 5.378 -4.980
H -3.264 5.576 -3.043
H -2.544 4.813 -0.810
C -1.658 0.958 -4.814
O -1.091 1.431 -3.587
C -0.293 0.734 -2.857
O 0.012 1.097 -1.713
N 0.282 -0.394 -3.330
N 1.199 -0.986 -2.460
H -2.067 1.847 -5.285
H -2.481 0.271 -4.597
H -0.909 0.511 -5.471
H -0.040 -0.879 -4.151
H 2.080 -1.126 -2.944
H 0.857 -1.877 -2.107
S -5.767 1.061 -3.536
C -5.409 1.637 -2.012
S -3.896 2.420 -1.654
C -4.388 2.545 0.107
N -5.563 2.028 0.271
N -6.139 1.545 -0.879
C -7.397 0.908 -0.703
C -7.687 0.389 0.561
C -8.887 -0.258 0.787
C -9.811 -0.394 -0.239
C -9.537 0.157 -1.479
C -8.341 0.818 -1.719
S -3.397 3.229 1.253
H -6.958 0.514 1.345
H -9.099 -0.658 1.770
H -10.750 -0.905 -0.068
H -10.262 0.081 -2.277
H -8.157 1.261 -2.682
Se 2.816 2.282 -0.729
C 4.320 1.806 -1.829
C 5.618 2.030 -1.384
C 6.696 1.681 -2.181
C 6.492 1.120 -3.434
C 5.198 0.925 -3.894
C 4.116 1.268 -3.097
H 5.777 2.473 -0.409
H 7.704 1.847 -1.823
H 7.335 0.841 -4.052
H 5.031 0.508 -4.879
H 3.101 1.136 -3.455
C -0.391 -2.974 2.080
Si 1.066 -2.715 0.826
C 2.498 -3.435 2.083
C 2.581 -2.472 3.277
C 2.218 -4.821 2.682
C 3.901 -3.529 1.467
C 0.760 -4.285 -0.449
C -0.124 -5.358 0.200
C 2.093 -4.918 -0.871
C 0.051 -3.934 -1.767
H -0.294 -3.895 2.653
H -1.348 -3.037 1.571
H -0.442 -2.158 2.802
H 1.620 -2.382 3.784
H 2.906 -1.482 2.973
H 3.303 -2.850 4.009
H 1.319 -4.832 3.298
H 3.059 -5.097 3.326
H 2.128 -5.593 1.921
H 4.131 -2.673 0.852
H 4.013 -4.419 0.851
H 4.653 -3.591 2.259
H 0.225 -5.642 1.189
H -0.127 -6.259 -0.424
H -1.152 -5.004 0.290
H 2.535 -5.499 -0.067
H 2.814 -4.157 -1.180
H 1.934 -5.601 -1.713
H -0.739 -3.204 -1.630
H -0.416 -4.835 -2.179
H 0.763 -3.608 -2.531
*
```